1.
# C5H7NS2

A 2-piece molecular cluster, C5H7NS2 overall (the ωB97M-V functional and the def2-TZVPD basis, the Open Molecules 2025 dataset).

**Calculated total energy**: -28454.73303 eV
**Gap between HOMO and LUMO**: 0.2887 hartree
**E_HOMO**: -8.2 eV

Geometry (Å):
H (-0.924, 0.959, -0.311)
C (0.423, 0.417, 1.138)
H (2.207, 1.145, -1.257)
C (1.123, 1.255, -1.387)
C (0.158, 0.642, -0.296)
N (-1.498, -1.149, 1.335)
H (1.405, -1.235, 0.171)
S (-0.951, 0.198, 2.321)
C (-0.886, -1.458, 0.211)
H (1.300, 0.351, 1.620)
H (-2.870, -0.839, 1.186)
S (-1.457, -2.456, -1.072)
C (0.425, -0.739, 0.169)
H (0.791, 2.273, -1.480)
H (0.753, 0.636, -2.347)

2.
# C5H7NS2

One molecule with the formula C5H7NS2 (the ωB97M-V functional and the def2-TZVPD basis, the Open Molecules 2025 dataset).

**Calculated total energy**: -28457.75784 eV
**Gap between HOMO and LUMO**: 0.3192 hartree
**E_HOMO**: -8.1 eV

Geometry (Å):
H (0.241, 1.475, -1.539)
S (1.198, -1.485, -0.122)
C (0.072, 0.864, 0.551)
H (-0.253, 1.423, 1.405)
C (-0.999, -0.083, 0.105)
N (-0.506, -1.324, -0.217)
S (-2.612, 0.257, -0.001)
H (1.765, -0.087, 1.739)
H (2.716, 0.791, -1.053)
C (2.075, 1.164, -0.188)
H (0.742, 2.773, -0.476)
C (0.664, 1.748, -0.565)
C (1.428, 0.092, 0.697)
H (-1.112, -2.085, -0.518)
H (2.621, 1.915, 0.328)

3.
# C5H7NaO3Rb

C5H7NaO3Rb as an isolated structure (the ωB97M-V functional and the def2-TZVPD basis, the Open Molecules 2025 dataset).

**Spin multiplicity**: 2
**Calculated total energy**: -16494.46999 eV
**Total charge**: +2
**Gap between HOMO and LUMO (alpha / beta)**: 0.2971 / 0.3609 hartree
**E_HOMO (alpha / beta)**: -14.5 / -16.4 eV

Geometry (Å):
Rb (-3.858, 0.123, 1.278)
O (0.377, -1.017, 0.449)
C (0.312, 0.303, 0.452)
O (1.421, 0.883, 0.401)
H (2.435, 3.500, -0.818)
H (-0.739, -3.298, 1.437)
H (-0.787, 1.925, -0.184)
C (-0.613, -1.817, -0.104)
H (-1.410, -3.768, -0.125)
H (-0.943, -1.503, -1.100)
C (0.258, 3.473, -1.203)
H (-0.120, 4.329, -1.751)
O (-0.857, 0.854, 0.401)
H (0.400, -3.669, 0.147)
C (-0.589, -3.218, 0.350)
C (1.425, 3.123, -0.902)
Na (3.289, -0.222, 1.272)

4.
# C5H7O2S2

An isolated ion of composition C5H7O2S2 and charge -1 (the ωB97M-V functional and the def2-TZVPD basis, the Open Molecules 2025 dataset).

**Calculated total energy**: -31064.36830 eV
**Total charge**: -1
**Gap between HOMO and LUMO**: 0.2679 hartree
**E_HOMO**: -4.0 eV

Geometry (Å):
H (0.938, 1.049, -1.029)
S (-1.290, -1.577, -1.799)
C (1.346, -1.517, -0.437)
H (-0.095, 2.260, 0.046)
H (-0.421, 1.378, 2.032)
C (0.037, 0.489, 1.483)
H (-1.741, 0.547, 0.126)
H (1.042, 0.591, 1.345)
C (-0.025, 1.530, -0.753)
C (-0.556, 0.377, 0.059)
H (-0.587, 1.850, -1.740)
H (-0.355, -0.429, 2.035)
O (2.024, -0.654, -0.994)
O (1.536, -2.644, 0.022)
S (-1.557, -2.272, 0.101)
C (-0.299, -0.979, -0.498)

5.
# C5H7O2SSi

C5H7O2SSi as an isolated structure (the ωB97M-V functional and the def2-TZVPD basis, the Open Molecules 2025 dataset).

**Calculated total energy**: -28105.19278 eV
**Total charge**: -1
**Gap between HOMO and LUMO**: 0.2841 hartree
**E_HOMO**: -4.4 eV

Geometry (Å):
S (1.849, -0.799, 0.510)
C (0.130, -0.648, -0.115)
Si (-1.376, -1.694, 0.327)
H (1.234, 2.884, 0.756)
C (2.038, 0.954, 0.565)
C (1.030, 1.826, 0.528)
C (-0.282, 1.262, 0.359)
O (-1.477, -0.780, -1.584)
H (-2.717, -1.204, 0.152)
H (-0.807, 1.358, -0.687)
H (3.070, 1.290, 0.672)
H (-0.762, -3.007, -0.459)
O (0.599, -0.257, -2.429)
C (-0.184, -0.578, -1.574)
H (-0.999, 1.296, 1.146)
H (-1.347, -1.903, 1.834)

6.
# C5H7O3S

An isolated ion of composition C5H7O3S and charge -1 (the ωB97M-V functional and the def2-TZVPD basis, the Open Molecules 2025 dataset).

**Spin multiplicity**: 3
**Calculated total energy**: -22269.80418 eV
**Total charge**: -1
**Gap between HOMO and LUMO (alpha / beta)**: 0.1724 / 0.2104 hartree
**E_HOMO (alpha / beta)**: -0.8 / -5.2 eV

Geometry (Å):
C (-0.693, 0.636, -0.667)
H (0.037, 2.259, 0.635)
H (-0.877, 0.482, -1.685)
S (-2.139, -0.344, 0.131)
H (3.282, -2.325, -0.254)
H (-1.620, 2.498, 0.157)
H (3.241, -1.003, 0.961)
C (0.631, -0.263, -0.185)
C (-0.659, 2.045, -0.218)
O (-3.348, 0.523, -0.006)
O (-1.663, -0.537, 1.470)
C (1.549, -1.024, -0.138)
H (-0.431, 2.740, -1.162)
H (2.285, -2.404, 1.286)
O (-2.273, -1.585, -0.693)
C (2.677, -1.698, 0.370)

7.
# C5H7O4P

A 2-piece molecular cluster, C5H7O4P overall (the ωB97M-V functional and the def2-TZVPD basis, the Open Molecules 2025 dataset).

**Calculated total energy**: -22775.83990 eV
**Total charge**: -2
**Gap between HOMO and LUMO**: 0.2351 hartree
**E_HOMO**: -0.7 eV

Geometry (Å):
H (2.193, 0.854, 1.203)
O (-3.551, 0.660, 0.850)
O (-1.970, 3.668, -0.866)
C (-1.833, -1.171, -0.329)
C (4.190, 0.318, 0.130)
H (-2.413, -1.234, -1.365)
C (2.642, 0.751, 0.182)
H (-0.013, 0.988, -0.501)
P (-2.162, 0.244, 0.593)
H (2.592, 1.766, -0.273)
O (5.004, 1.223, 0.152)
H (2.109, -0.027, -0.335)
O (4.389, -0.930, -0.046)
H (-1.496, 0.016, 1.853)
H (-0.767, -1.110, -0.552)
C (-0.931, 1.504, -0.059)
C (-1.435, 2.621, -0.478)

8.
# C5H7PS

One molecule with the formula C5H7PS (the ωB97M-V functional and the def2-TZVPD basis, the Open Molecules 2025 dataset).

**Calculated total energy**: -25420.85136 eV
**Gap between HOMO and LUMO**: 0.2947 hartree
**E_HOMO**: -8.5 eV

Geometry (Å):
P (-1.966, -0.147, 0.469)
S (-3.639, 0.340, -0.532)
H (-2.189, -0.331, 1.754)
C (0.289, -1.067, -0.316)
C (-0.910, -1.563, 0.113)
H (-0.598, 2.138, 0.730)
C (-0.538, 1.063, 0.346)
H (1.167, -1.662, -0.512)
C (0.559, 0.338, -0.072)
H (2.132, 0.857, -1.471)
H (-1.314, -2.693, 0.074)
H (2.788, 0.176, -0.116)
C (1.938, 0.811, -0.377)
H (2.282, 1.742, -0.091)

9.
# C5H7PS

One molecule with the formula C5H7PS (the ωB97M-V functional and the def2-TZVPD basis, the Open Molecules 2025 dataset).

**Calculated total energy**: -25419.38762 eV
**Gap between HOMO and LUMO (alpha / beta)**: 0.2886 / 0.2885 hartree
**E_HOMO (alpha / beta)**: -8.3 / -8.3 eV

Geometry (Å):
H (-1.939, -0.682, 1.122)
S (1.470, 0.941, -0.530)
P (-0.626, 1.312, -2.982)
H (0.156, 0.632, 2.132)
C (-1.083, -0.360, 0.673)
H (-2.149, -0.432, -1.006)
H (1.314, -1.338, 0.087)
H (2.333, -0.299, 1.259)
C (0.083, -0.237, 1.532)
H (0.705, 1.461, -3.036)
C (-1.175, -0.146, -0.637)
C (-0.389, 0.664, -1.466)
H (-0.051, -1.100, 2.085)
C (1.352, -0.415, 0.767)

10.
# C5H7PS

C5H7PS as an isolated structure (the ωB97M-V functional and the def2-TZVPD basis, the Open Molecules 2025 dataset).

**Calculated total energy**: -25419.81393 eV
**Gap between HOMO and LUMO**: 0.3244 hartree
**E_HOMO**: -8.0 eV

Geometry (Å):
C (0.598, -1.007, 0.523)
H (-1.915, 1.379, 0.786)
C (0.877, -1.096, -0.798)
H (-1.863, -0.831, 0.837)
P (-1.449, 0.230, 0.161)
H (0.868, 0.303, -2.460)
S (-1.732, 0.045, -1.730)
H (0.820, 2.077, -0.618)
C (0.879, 0.155, -1.460)
C (0.730, 1.072, -0.485)
H (0.442, 0.922, 1.754)
H (0.721, -1.927, -1.423)
C (0.353, 0.451, 0.790)
H (0.397, -1.844, 1.261)